Density functional theory data (ωB97M-V with the def2-TZVPD basis set) for a molecular structure, C15H29N4O4ReSTe.

Results
Strongest force on any atom ... 0.026 Eh/bohr
LUMO energy (alpha / beta) ... -3.5 / -4.7 eV
Charge ... +1
2S+1 ... 2

Atoms and positions in Å:
Re  -0.259  -0.310  0.756
N  1.923  -0.700  1.077
C  2.465  -0.517  2.438
C  1.473  -1.139  3.382
N  0.152  -0.508  3.174
C  -0.906  -1.435  3.661
C  -1.001  -2.675  2.803
N  -1.268  -2.198  1.443
C  0.071  0.732  4.021
C  -0.380  1.993  3.312
N  0.717  2.419  2.450
H  2.107  -1.650  0.755
H  2.426  -0.100  0.430
H  2.537  0.554  2.604
H  3.462  -0.945  2.538
H  1.809  -1.051  4.419
H  1.407  -2.206  3.175
H  -1.856  -0.901  3.620
H  -0.712  -1.709  4.704
H  -1.803  -3.324  3.158
H  -0.089  -3.270  2.811
H  -2.246  -1.908  1.406
H  -1.191  -2.938  0.752
H  1.056  0.926  4.452
H  -0.584  0.519  4.868
H  -0.632  2.764  4.052
H  -1.271  1.812  2.718
H  1.478  2.761  3.035
H  -0.076  4.167  2.117
O  -2.748  1.825  0.527
S  -2.351  0.530  1.001
O  -3.178  -0.052  2.043
O  -2.064  -0.476  -0.172
O  0.365  3.481  1.593
C  -0.143  -0.802  -6.774
C  -0.041  -0.256  -5.379
C  -0.876  0.757  -4.938
C  -0.789  1.290  -3.655
C  -1.742  2.387  -3.261
C  0.176  0.767  -2.782
Te  0.264  1.694  -0.880
C  1.022  -0.269  -3.198
C  2.038  -0.889  -2.288
C  0.906  -0.757  -4.491
H  -1.038  -0.439  -7.276
H  -0.175  -1.892  -6.765
H  0.720  -0.505  -7.373
H  -1.627  1.154  -5.612
H  -2.433  2.592  -4.077
H  -1.217  3.316  -3.031
H  -2.331  2.119  -2.382
H  1.528  -1.418  -1.476
H  2.711  -0.145  -1.853
H  2.642  -1.623  -2.820
H  1.568  -1.553  -4.814

***

Density functional theory data (ωB97M-V with the def2-TZVPD basis set) for 2 unconnected molecules or ions with the total composition C15H29NO9S.

Results
Energy relative to the best compared isomer or geometry (same formula, charge and spin) ... 628.9 kJ/mol
Strongest force on any atom ... 0.073 Eh/bohr
LUMO energy ... -0.5 eV
SMILES ... C=C[C@@]1(CCCCO)OS(=O)(=O)O[C@]1(CCC(N)=O)OC[C@H](C)O.CO

Atoms and positions in Å:
C  1.105  -2.392  3.443
C  1.357  -2.782  2.144
C  1.143  -1.936  0.876
C  2.333  -0.945  0.637
C  2.118  0.522  1.060
C  1.688  0.753  2.510
C  1.846  2.288  2.819
O  0.551  2.885  2.793
O  1.388  -2.947  -0.182
S  0.032  -3.787  -0.384
O  0.134  -4.411  -1.653
O  -0.300  -4.754  0.602
O  -0.931  -2.502  -0.301
C  -0.297  -1.491  0.553
C  -1.286  -1.437  1.757
C  -2.651  -0.869  1.341
C  -3.735  -1.359  2.343
N  -4.454  -0.347  3.065
O  -3.941  -2.514  2.441
O  -0.490  -0.251  -0.085
C  -0.601  -0.305  -1.502
C  -0.359  1.159  -2.063
C  0.735  1.198  -3.147
O  -0.140  2.111  -1.024
H  1.682  -1.677  4.026
H  0.264  -2.875  3.954
H  1.785  -3.774  1.997
H  2.662  -1.041  -0.404
H  3.170  -1.325  1.233
H  1.468  1.022  0.339
H  3.094  1.018  0.947
H  0.630  0.549  2.674
H  2.352  0.240  3.209
H  2.459  2.743  2.034
H  2.286  2.387  3.813
H  0.388  3.314  1.946
H  -1.470  -2.464  2.095
H  -0.882  -0.888  2.611
H  -2.982  -1.197  0.352
H  -2.618  0.224  1.361
H  -3.829  0.451  3.134
H  -5.250  -0.093  2.484
H  -1.609  -0.569  -1.831
H  0.162  -0.931  -1.976
H  -1.283  1.490  -2.550
H  0.221  1.132  -4.111
H  1.473  0.396  -3.068
H  1.223  2.181  -3.156
H  0.772  2.414  -1.109
C  0.050  3.798  -6.376
O  -0.984  3.096  -5.693
H  0.569  4.426  -5.656
H  0.761  3.093  -6.816
H  -0.374  4.429  -7.161
H  -1.434  2.546  -6.342

***

Density functional theory data (ωB97M-V with the def2-TZVPD basis set) for a molecular structure, C15H30BF4NOP2V.

Results
Energy relative to the best compared isomer or geometry (same formula, charge and spin) ... 1309.7 kJ/mol
Strongest force on any atom ... 0.238 Eh/bohr
LUMO energy (alpha / beta) ... -0.8 / -0.7 eV
2S+1 ... 2

Atoms and positions in Å:
V  -0.052  -0.210  -0.120
P  -2.436  -0.808  0.133
P  2.433  0.781  0.061
N  0.390  -1.425  -1.097
H  -0.417  1.370  -0.949
C  -3.719  -0.114  -0.972
H  -4.694  -0.611  -0.824
H  -3.405  -0.248  -2.015
H  -3.841  0.965  -0.799
C  -3.206  -0.735  1.785
H  -4.247  -1.103  1.744
H  -3.214  0.284  2.185
H  -2.634  -1.366  2.476
C  -2.524  -2.593  -0.262
H  -3.556  -2.958  -0.157
H  -1.864  -3.150  0.417
H  -2.179  -2.765  -1.288
C  2.735  2.195  -1.031
H  3.802  2.465  -0.935
H  2.133  3.067  -0.806
H  2.529  1.899  -2.056
C  2.889  1.399  1.724
H  3.886  1.815  1.665
H  2.824  0.611  2.458
H  2.217  2.218  2.104
C  3.517  -0.486  -0.319
H  4.537  -0.079  -0.266
H  3.317  -0.854  -1.325
H  3.406  -1.309  0.389
C  0.716  -2.502  -1.776
C  0.909  -3.744  -3.913
C  0.564  -2.603  -3.221
C  1.255  -3.687  -1.128
C  1.599  -4.820  -1.844
C  1.430  -4.862  -3.237
H  0.778  -3.778  -4.997
H  0.160  -1.713  -3.713
H  1.368  -3.622  -0.040
H  2.002  -5.686  -1.317
H  1.703  -5.763  -3.796
C  -1.340  2.547  2.008
O  -0.632  1.131  1.821
C  -2.199  2.823  0.886
H  -2.393  3.891  0.967
H  -3.119  2.283  1.061
H  -1.829  2.565  -0.124
C  -0.950  3.184  3.162
H  -0.590  4.190  2.905
H  -0.191  2.651  3.776
H  -1.849  3.276  3.662
F  0.612  1.709  0.835
B  0.570  3.107  1.606
F  -0.279  4.020  0.683
F  1.317  3.578  2.979
F  1.766  3.567  0.834

***

Density functional theory data (ωB97M-V with the def2-TZVPD basis set) for a molecular structure, C15H30CaNO5P.

Results
Energy relative to the best compared isomer or geometry (same formula, charge and spin) ... 13.6 kJ/mol
Strongest force on any atom ... 0.015 Eh/bohr
LUMO energy ... 0.3 eV

Atoms and positions in Å:
Ca  0.838  -0.913  -0.655
O  -1.264  -1.468  -1.784
C  -1.054  -1.320  -3.205
C  0.253  -1.940  -3.684
N  1.422  -1.499  -2.928
C  2.297  -2.627  -2.551
C  1.556  -3.637  -1.616
O  1.458  -4.793  -1.979
O  1.065  -3.116  -0.543
C  2.143  -0.334  -3.455
C  2.924  0.507  -2.397
O  3.927  1.080  -2.770
O  2.395  0.543  -1.225
H  -1.084  -2.391  -1.536
H  -1.080  -0.245  -3.386
H  -1.889  -1.784  -3.735
H  0.382  -1.729  -4.754
H  0.177  -3.027  -3.592
H  3.170  -2.216  -2.038
H  2.634  -3.178  -3.435
H  1.406  0.344  -3.895
H  2.843  -0.625  -4.246
C  -2.720  -1.053  2.071
C  -1.654  -0.208  2.764
C  -0.862  -1.066  3.748
P  -0.568  0.612  1.507
C  -1.769  1.710  0.619
C  -2.590  2.658  1.489
C  -1.142  2.441  -0.574
C  0.601  1.651  2.502
C  1.835  0.813  2.857
C  1.079  2.896  1.755
H  -3.321  -1.575  2.818
H  -2.270  -1.813  1.427
H  -3.402  -0.461  1.459
H  -2.148  0.587  3.334
H  -0.248  -1.812  3.237
H  -1.554  -1.605  4.398
H  -0.211  -0.471  4.386
H  -2.454  0.966  0.197
H  -1.954  3.336  2.062
H  -3.228  2.124  2.194
H  -3.242  3.273  0.865
H  -0.720  3.401  -0.283
H  -1.902  2.637  -1.332
H  -0.327  1.888  -1.053
H  0.083  1.954  3.419
H  2.417  0.606  1.955
H  1.602  -0.136  3.335
H  2.482  1.376  3.532
H  1.525  2.631  0.794
H  1.855  3.388  2.345
H  0.287  3.622  1.582

***

Density functional theory data (ωB97M-V with the def2-TZVPD basis set) for a molecular structure, C15H30Cl6F12O12P2V.

Results
Strongest force on any atom ... 0.092 Eh/bohr
LUMO energy (alpha / beta) ... -2.4 / -9.9 eV
Charge ... +1
2S+1 ... 5

Atoms and positions in Å:
V  -1.036  -0.175  1.678
P  -1.207  2.077  3.964
F  -2.809  2.380  3.848
F  -1.134  1.994  2.344
F  -0.885  3.670  4.181
F  0.419  1.642  4.005
F  -1.344  1.823  5.537
F  -1.607  0.541  3.708
P  1.921  0.347  0.453
F  1.049  1.020  1.710
F  0.608  -0.551  0.166
F  1.199  1.477  -0.430
F  2.602  -0.086  -0.986
F  3.219  1.218  0.831
F  2.569  -0.917  1.244
C  -0.546  -4.183  -0.337
O  -1.531  -3.441  -0.984
C  -2.019  -2.371  -0.405
O  -1.514  -1.826  0.602
O  -3.191  -2.020  -0.885
C  -3.946  -2.858  -1.745
H  0.401  -3.645  -0.289
H  -0.257  -5.041  -0.943
H  -0.789  -4.648  0.619
H  -3.318  -2.958  -2.631
H  -4.932  -2.537  -2.081
H  -4.070  -3.818  -1.245
C  0.092  -0.860  -3.068
O  -0.576  0.220  -3.633
C  -1.707  -0.024  -4.295
O  -2.211  -1.178  -4.369
O  -2.152  1.127  -4.928
C  -3.240  1.090  -5.776
H  0.307  -1.654  -3.783
H  -0.355  -1.256  -2.157
H  1.060  -0.483  -2.735
H  -3.032  0.571  -6.712
H  -3.685  2.070  -5.948
H  -4.016  0.426  -5.396
C  -0.800  3.061  -1.654
O  -2.060  2.464  -1.753
C  -2.378  1.433  -0.851
O  -1.669  0.915  -0.001
O  -3.656  1.030  -1.038
C  -4.589  1.405  -1.979
H  -0.649  3.200  -0.584
H  -0.899  3.965  -2.254
H  -0.159  2.284  -2.071
H  -4.631  2.414  -2.391
H  -5.522  1.470  -1.419
H  -4.756  0.783  -2.859
C  0.551  -4.965  4.200
O  0.004  -3.803  3.558
C  0.515  -2.541  3.626
O  0.025  -1.598  2.947
O  1.456  -2.485  4.596
C  2.069  -1.285  4.884
H  0.647  -4.764  5.267
H  1.570  -5.127  3.849
H  -0.107  -5.815  4.017
H  1.340  -0.584  5.290
H  2.505  -0.834  3.993
H  2.814  -1.374  5.674
C  3.596  2.813  -2.429
Cl  3.624  4.606  -2.282
Cl  3.067  2.308  -4.039
H  4.601  2.505  -2.139
H  2.833  2.543  -1.699
C  5.828  -0.447  0.017
Cl  6.809  1.047  0.411
Cl  7.007  -1.732  -0.463
H  5.327  -0.903  0.870
H  5.191  -0.379  -0.865
C  2.348  4.216  2.227
Cl  4.035  3.989  1.641
Cl  1.438  4.975  0.971
H  1.908  3.246  2.459
H  2.433  4.800  3.143

***

Density functional theory data (ωB97M-V with the def2-TZVPD basis set) for a molecular structure, C15H30FO15Pd.

Results
Energy relative to the best compared isomer or geometry (same formula, charge and spin) ... 0.0 kJ/mol
Strongest force on any atom ... 0.034 Eh/bohr
LUMO energy (alpha / beta) ... -2.8 / -5.0 eV
Charge ... +1
2S+1 ... 3

Atoms and positions in Å:
Pd  0.466  -1.220  0.047
F  0.159  0.724  0.500
C  4.688  -3.037  -0.531
O  4.973  -1.657  -0.309
C  3.933  -0.863  -0.226
O  2.779  -1.210  -0.333
O  4.332  0.356  0.011
C  3.333  1.380  -0.104
H  3.994  -3.418  0.214
H  5.639  -3.549  -0.420
H  4.308  -3.203  -1.537
H  2.907  1.397  -1.107
H  3.844  2.322  0.067
H  2.534  1.245  0.622
C  2.293  -3.779  3.070
O  2.304  -2.555  3.803
C  1.781  -1.512  3.205
O  1.399  -1.502  2.042
O  1.779  -0.500  4.019
C  1.023  0.661  3.621
H  1.278  -4.085  2.822
H  2.789  -4.516  3.691
H  2.866  -3.703  2.142
H  1.148  1.352  4.448
H  -0.010  0.400  3.430
H  1.464  1.107  2.733
C  -5.849  4.135  0.853
O  -4.480  4.519  0.717
C  -3.620  3.874  1.476
O  -3.853  2.929  2.183
O  -2.427  4.428  1.322
C  -1.353  3.719  1.905
H  -6.380  4.605  0.033
H  -6.273  4.522  1.783
H  -5.963  3.053  0.866
H  -1.278  2.713  1.492
H  -1.399  3.721  2.993
H  -0.445  4.247  1.610
C  -0.028  1.884  -2.582
O  0.111  0.923  -3.630
C  0.621  -0.245  -3.304
O  0.886  -0.606  -2.173
O  0.811  -0.962  -4.392
C  1.480  -2.216  -4.216
H  0.751  1.751  -1.836
H  -0.995  1.792  -2.098
H  0.078  2.857  -3.050
H  1.938  -2.448  -5.171
H  0.758  -2.998  -3.977
H  2.220  -2.145  -3.424
C  -2.510  -3.419  -1.884
O  -3.331  -2.261  -1.691
C  -2.750  -1.228  -1.133
O  -1.555  -1.167  -0.890
O  -3.629  -0.283  -0.957
C  -3.247  0.941  -0.322
H  -1.644  -3.169  -2.505
H  -3.110  -4.131  -2.435
H  -2.150  -3.807  -0.934
H  -4.122  1.514  -0.052
H  -2.668  1.542  -1.029
H  -2.599  0.782  0.537

***

Density functional theory data (ωB97M-V with the def2-TZVPD basis set) for 2 unconnected molecules or ions with the total composition C15H30N2O2.

Results
Strongest force on any atom ... 0.169 Eh/bohr
LUMO energy (alpha / beta) ... -3.4 / -3.4 eV
Charge ... +1
2S+1 ... 2

Atoms and positions in Å:
O  2.125  -2.970  6.263
C  1.138  -3.060  5.330
C  0.385  -1.667  4.903
C  0.309  -1.385  3.289
C  1.683  -1.218  2.411
C  2.064  -2.766  2.027
N  0.657  -3.377  1.861
C  -0.477  -2.440  2.308
H  0.886  -4.139  4.953
H  -0.729  -1.698  5.324
H  0.908  -0.773  5.492
H  -0.216  -0.333  3.247
H  2.514  -0.465  2.743
H  1.268  -0.798  1.388
H  2.846  -2.945  1.175
H  2.669  -3.112  2.989
H  0.655  -3.711  0.864
H  0.673  -4.123  2.618
H  -0.833  -1.881  1.316
H  -1.395  -2.970  2.830
C  -0.389  0.592  -4.106
C  -1.189  0.563  -2.770
C  -2.292  1.662  -2.750
C  -1.802  3.070  -2.414
C  -0.910  3.068  -1.181
C  0.265  2.066  -1.311
N  -0.212  0.680  -1.637
O  -0.824  0.156  -0.483
C  1.246  2.589  -2.397
C  1.122  2.102  -0.008
C  -1.940  -0.812  -2.813
H  0.680  0.412  -3.946
H  -0.708  -0.191  -4.804
H  -0.497  1.546  -4.631
H  -3.056  1.399  -2.007
H  -2.809  1.691  -3.718
H  -1.276  3.500  -3.272
H  -2.668  3.720  -2.236
H  -0.526  4.084  -1.015
H  -1.521  2.831  -0.296
H  2.081  1.903  -2.538
H  1.671  3.557  -2.107
H  0.782  2.753  -3.370
H  0.542  1.861  0.890
H  1.542  3.102  0.159
H  1.964  1.400  -0.070
H  -1.234  -1.649  -2.789
H  -2.528  -0.895  -3.729
H  -2.645  -0.931  -1.982

***

Density functional theory data (ωB97M-V with the def2-TZVPD basis set) for 2 unconnected molecules or ions with the total composition C15H30N2O8PS.

Results
Strongest force on any atom ... 0.011 Eh/bohr
LUMO energy (alpha / beta) ... 0.4 / 0.4 eV
2S+1 ... 2

Atoms and positions in Å:
C  -4.093  -1.350  2.298
C  -2.992  -2.113  1.545
C  -3.129  -3.574  1.985
C  -1.565  -1.639  1.912
C  -0.860  -0.544  1.063
C  0.643  -0.943  1.025
C  1.686  0.098  0.611
C  1.765  0.412  -0.900
C  1.382  1.833  -1.203
O  1.851  2.791  -0.653
O  0.460  1.957  -2.191
P  -0.886  1.015  2.112
N  -0.737  2.281  0.920
O  -2.484  1.184  2.495
C  -1.387  -0.450  -0.380
C  -2.842  -0.835  -0.695
C  -2.921  -1.173  -2.189
C  -3.846  0.314  -0.439
N  -3.192  -2.069  0.064
O  -2.884  -3.155  -0.542
H  -4.322  -0.376  1.887
H  -5.002  -1.953  2.320
H  -3.772  -1.194  3.327
H  -3.217  -3.593  3.074
H  -4.027  -4.017  1.557
H  -2.272  -4.176  1.696
H  -0.924  -2.522  1.913
H  -1.599  -1.298  2.955
H  0.915  -1.273  2.032
H  0.725  -1.823  0.378
H  1.575  1.030  1.168
H  2.657  -0.293  0.916
H  1.176  -0.275  -1.503
H  2.803  0.309  -1.226
H  -0.073  2.741  -1.991
H  0.147  2.769  1.041
H  -1.462  2.985  1.014
H  -2.983  1.769  1.912
H  -0.773  -1.125  -0.981
H  -1.215  0.556  -0.771
H  -3.852  -1.692  -2.414
H  -2.878  -0.247  -2.762
H  -2.097  -1.807  -2.507
H  -4.160  0.741  -1.391
H  -4.748  -0.026  0.060
H  -3.395  1.129  0.130
C  6.233  2.327  -2.708
C  6.241  2.846  -1.283
O  5.781  1.723  -0.516
S  6.289  0.362  -1.171
O  7.461  -0.090  -0.514
O  5.163  -0.488  -1.329
O  6.702  0.973  -2.585
H  5.227  2.315  -3.129
H  6.908  2.866  -3.366
H  5.555  3.673  -1.122
H  7.245  3.116  -0.952